Entry 1:
# C27H36N3O2

2 unconnected molecules or ions with the total composition C27H36N3O2 (wB97M-V/def2-TZVPD, OMol25).

```
68
Properties=species:S:1:pos:R:3:forces:R:3
C -3.501 -1.126 -3.925 -0.33 -0.39 0.11
N -2.310 -0.594 -3.307 0.31 0.54 -0.21
C -1.603 0.426 -3.877 -0.40 0.30 -1.20
O -1.860 0.961 -4.952 0.48 -0.67 1.66
C -0.441 0.755 -2.938 0.28 -0.01 -0.77
C -0.468 2.200 -2.437 -0.11 0.20 0.33
C -0.330 3.213 -3.552 0.07 0.14 -0.09
C -1.316 4.183 -3.749 0.16 -0.25 -0.23
C -1.237 5.049 -4.842 0.28 -0.06 0.06
C -0.139 4.979 -5.710 -0.11 -0.21 0.21
C 0.873 4.038 -5.484 -0.09 -0.03 0.23
C 0.782 3.161 -4.398 -0.31 0.28 -0.17
N -0.615 -0.229 -1.864 1.65 0.03 1.80
C 0.240 -0.283 -0.820 -0.95 0.39 -1.47
C 0.111 -1.169 0.243 -0.01 -0.66 1.42
C 0.967 -1.264 1.347 0.16 -0.93 -2.19
C 0.827 -2.321 2.323 -0.51 -0.69 0.67
C 1.864 -2.646 3.240 -0.16 0.41 -0.21
C 1.691 -3.625 4.209 0.05 0.04 -0.29
C 0.535 -4.418 4.230 0.14 0.28 -0.04
C 0.401 -5.523 5.228 -0.10 -0.24 0.16
C -0.483 -4.152 3.307 0.01 0.24 -0.26
C -0.362 -3.110 2.398 0.36 0.24 0.09
C -1.793 -1.098 -2.042 -0.88 -0.41 -0.25
C -2.853 -0.902 -0.946 0.03 0.29 0.06
C -1.440 -2.588 -2.196 0.25 0.10 -0.17
H -3.700 -0.575 -4.847 0.15 -0.05 0.21
H -3.372 -2.190 -4.156 -0.04 0.20 -0.07
H -4.359 -1.026 -3.249 0.10 0.04 -0.20
H 0.509 0.561 -3.473 -0.45 0.04 0.21
H -1.416 2.362 -1.898 0.31 -0.01 -0.09
H 0.357 2.322 -1.718 -0.24 0.03 -0.09
H -2.157 4.226 -3.052 0.16 0.04 -0.31
H -2.035 5.773 -5.013 0.29 -0.17 0.03
H -0.077 5.653 -6.565 -0.01 -0.21 0.25
H 1.733 3.975 -6.152 -0.28 0.08 0.18
H 1.561 2.420 -4.206 -0.12 0.24 -0.20
H 1.070 0.430 -0.849 -0.29 -0.19 -0.03
H -0.720 -1.870 0.188 0.45 0.38 0.17
H 1.863 -0.641 1.365 -0.32 -0.29 0.09
H 2.815 -2.110 3.172 -0.39 -0.13 0.12
H 2.465 -3.801 4.959 -0.13 0.00 -0.36
H -0.512 -6.097 5.048 0.15 0.05 0.09
H 1.256 -6.208 5.176 -0.15 0.14 -0.01
H 0.365 -5.130 6.252 0.00 -0.03 -0.19
H -1.384 -4.769 3.312 0.24 0.24 0.01
H -1.205 -2.890 1.741 0.25 -0.13 0.25
H -3.220 0.134 -0.966 0.06 -0.29 0.03
H -3.690 -1.589 -1.129 0.24 0.26 0.09
H -2.448 -1.105 0.048 -0.23 0.02 -0.15
H -0.883 -2.734 -3.131 -0.13 -0.03 0.26
H -0.829 -2.947 -1.366 -0.14 -0.09 -0.19
H -2.369 -3.173 -2.232 0.33 0.14 -0.02
C 2.989 1.697 4.805 -0.19 0.22 -0.08
C 2.517 0.495 3.994 0.50 -0.22 -0.42
N 1.636 0.819 2.878 -0.94 0.40 0.52
C 1.575 2.172 2.317 0.41 -0.31 -0.34
C 2.102 3.263 3.245 0.06 -0.12 0.30
O 3.248 2.820 3.967 -0.37 -0.21 -0.01
H 2.220 1.931 5.567 0.33 0.20 -0.19
H 3.956 1.479 5.279 -0.48 0.00 0.05
H 3.400 -0.002 3.563 0.07 0.05 0.24
H 2.009 -0.232 4.640 0.19 0.20 -0.05
H 0.720 0.397 2.965 0.13 0.46 0.43
H 2.185 2.172 1.402 -0.08 0.18 0.01
H 0.534 2.381 2.042 0.24 0.07 -0.02
H 2.463 4.123 2.664 -0.38 -0.20 0.21
H 1.288 3.567 3.933 0.41 0.02 -0.04
```
Positions in Å, forces in eV/Å.

As for the charge: +1. As for the HOMO-LUMO gap: 6.5 eV. For the energy above the lowest of the compared OMol25 structures with the same formula, charge and spin, the calculation gives 1.089 eV. The lowest unoccupied orbital energy is -0.170 hartree.

Results of the Löwdin charge analysis, in e, for atoms 1 through 8: 0.000, -0.040, -0.364, 0.104, -0.154, -0.086, -0.243, -0.039



Entry 2:
# C27H36N4O5PRhTe

A molecular structure, C27H36N4O5PRhTe (wB97M-V/def2-TZVPD, OMol25).

```
75
Properties=species:S:1:pos:R:3:forces:R:3
Rh 0.258 -0.456 -2.102 -0.16 -0.94 2.41
O 3.815 -0.076 -4.136 -1.66 -0.65 -0.07
C 2.583 -0.323 -3.703 1.58 3.11 3.53
O 2.147 0.238 -2.611 1.62 -0.69 -2.68
C 1.735 -1.204 -4.396 -2.66 -2.37 -1.72
C 1.924 -1.870 -5.631 0.94 1.28 1.49
C 0.902 -2.601 -6.169 -1.86 -0.68 0.14
C -0.346 -2.704 -5.502 1.66 0.08 -1.00
C -0.464 -2.077 -4.290 -0.43 0.34 1.20
N 0.524 -1.365 -3.747 2.14 -0.30 -2.12
C -1.692 -2.085 -3.374 0.24 -0.51 -0.85
O -2.695 -2.683 -3.641 0.23 0.13 -0.03
O -1.471 -1.363 -2.319 -0.65 0.56 1.64
H 4.253 0.623 -3.627 -0.10 0.09 0.20
H 2.882 -1.777 -6.119 0.05 0.01 -0.14
H 1.025 -3.110 -7.111 0.11 -0.02 -0.14
H -1.171 -3.253 -5.920 -0.19 -0.10 0.02
C 3.629 -0.669 -0.230 0.00 0.18 -0.42
Te 2.049 -2.120 -0.502 -0.46 0.97 -0.20
C 1.950 -2.030 1.677 -0.62 0.17 0.15
C 3.137 -1.243 2.154 0.50 0.36 -0.71
C 3.429 -1.149 3.508 -0.06 0.00 0.03
C 4.531 -0.425 3.931 0.02 0.07 -0.15
C 5.355 0.203 3.003 -0.14 -0.07 0.11
C 5.071 0.115 1.653 -0.08 -0.12 -0.02
C 3.961 -0.603 1.224 -0.34 -0.40 0.59
H 3.276 0.295 -0.607 -0.09 -0.21 -0.02
H 4.492 -0.977 -0.821 -0.11 -0.11 -0.12
H 1.967 -3.049 2.072 -0.11 -0.08 -0.41
H 1.010 -1.564 1.983 -0.10 -0.06 -0.21
H 2.797 -1.645 4.230 -0.05 -0.06 0.12
H 4.753 -0.353 4.983 0.03 -0.02 0.12
H 6.220 0.753 3.334 0.10 0.06 0.05
H 5.718 0.585 0.929 0.10 0.11 -0.08
O -0.277 0.480 -0.277 1.28 -0.41 -1.55
P -1.313 0.898 0.713 -3.33 -0.16 1.16
N -0.849 1.969 1.893 -0.25 -0.84 -0.80
C 0.346 1.541 2.620 0.37 -0.15 0.40
C 1.525 2.032 1.771 0.12 0.05 0.11
C 0.962 3.244 1.007 0.08 0.08 0.04
C -0.507 3.319 1.441 -0.08 0.46 -0.10
N -2.618 1.600 -0.059 1.84 -0.49 0.44
C -2.866 1.480 -1.485 0.49 -0.20 -0.94
C -4.347 1.814 -1.653 0.11 0.08 0.08
C -4.589 2.781 -0.493 0.09 -0.11 0.02
C -3.770 2.147 0.627 -0.60 0.03 0.66
N -1.833 -0.447 1.568 1.24 0.96 -0.54
C -2.513 -0.413 2.848 -0.51 0.25 0.62
C -2.653 -1.889 3.216 -0.05 0.18 -0.10
C -2.909 -2.547 1.858 0.10 0.09 0.12
C -2.068 -1.716 0.888 0.13 -0.20 -0.64
H 0.353 0.461 2.769 -0.08 0.04 0.12
H 0.333 2.032 3.597 0.03 -0.09 -0.01
H 1.825 1.246 1.077 0.04 0.03 0.02
H 2.381 2.284 2.391 0.10 -0.02 0.02
H 1.032 3.084 -0.068 0.01 0.06 -0.04
H 1.482 4.165 1.251 0.08 0.07 -0.06
H -1.171 3.654 0.647 -0.06 0.00 0.07
H -0.628 3.978 2.304 0.00 0.04 -0.10
H -2.595 0.485 -1.858 -0.32 0.24 0.09
H -2.240 2.209 -2.020 -0.11 0.02 -0.11
H -4.958 0.916 -1.546 0.02 0.02 0.04
H -4.557 2.257 -2.624 -0.01 -0.03 -0.03
H -5.638 2.884 -0.234 -0.03 0.05 0.04
H -4.186 3.765 -0.738 -0.03 0.05 0.00
H -4.349 1.341 1.097 -0.02 0.13 0.02
H -3.459 2.839 1.412 -0.12 0.06 -0.05
H -3.508 0.041 2.748 0.07 -0.04 0.13
H -1.951 0.179 3.572 -0.06 -0.11 0.03
H -3.464 -2.060 3.919 0.03 0.00 0.08
H -1.726 -2.255 3.660 0.05 -0.03 0.02
H -3.966 -2.481 1.599 0.02 0.02 -0.01
H -2.625 -3.596 1.848 -0.05 -0.07 -0.07
H -2.559 -1.573 -0.080 -0.03 -0.07 0.11
H -1.101 -2.191 0.671 -0.01 -0.15 0.01
```
Positions in Å, forces in eV/Å.

As for the charge: +2. As for the HOMO-LUMO gap (spin up / spin down): 4.3 / 4.3 eV. For the energy above the lowest of the compared OMol25 structures with the same formula, charge and spin, the calculation gives 1.924 eV. The lowest unoccupied orbital energy (spin up / spin down) is -0.327 / -0.326 hartree.

Results of the Löwdin charge analysis, in e, for atoms 1 through 8: 1.067, 0.209, -0.364, -0.143, -0.131, 0.073, 0.033, 0.102



Entry 3:
# C27H36N6O9Sr

A molecular structure, C27H36N6O9Sr (wB97M-V/def2-TZVPD, OMol25).

```
79
Properties=species:S:1:pos:R:3:forces:R:3
Sr -1.657 -0.696 -1.433 -0.45 -0.13 -0.11
O 0.360 2.873 -3.602 0.03 0.14 -0.01
C 0.054 2.063 -2.736 0.01 -0.36 -0.10
O -0.898 1.228 -2.716 0.22 0.42 0.12
C 0.176 1.804 -0.168 -0.08 0.03 0.15
N -0.034 -0.011 1.428 -0.02 0.25 -0.15
C -0.789 0.727 2.405 0.07 -0.11 0.04
C -1.701 -0.217 3.202 0.02 0.00 0.09
N -2.517 -1.060 2.360 -0.06 -0.03 -0.10
C -2.577 -2.436 2.776 0.04 -0.02 0.04
C -3.109 -3.421 1.725 0.03 -0.03 -0.04
N -2.681 -3.261 0.334 -0.09 0.09 0.01
C -1.555 -4.129 -0.013 0.01 0.03 0.00
C -0.290 -3.940 0.828 0.07 -0.06 0.03
N 0.490 -2.728 0.596 -0.04 0.05 -0.08
C 1.075 -2.152 1.791 0.03 -0.04 0.03
C 1.235 -0.628 1.695 -0.15 0.00 0.11
C 1.493 -2.921 -0.442 0.04 -0.05 0.13
C 0.926 -3.007 -1.874 -0.09 0.24 0.10
O 1.380 -3.868 -2.628 0.08 -0.03 0.00
O 0.064 -2.111 -2.121 0.64 -0.56 -0.37
C -3.836 -3.570 -0.529 0.08 -0.11 0.18
C -3.636 -3.331 -2.038 0.10 0.13 0.04
O -3.961 -4.235 -2.812 -0.09 0.00 0.01
O -3.196 -2.176 -2.313 -0.52 -0.60 -0.44
C -3.802 -0.476 2.016 0.03 -0.05 0.12
C -3.605 0.755 1.106 0.01 -0.14 -0.16
O -3.842 1.879 1.569 -0.03 0.02 0.04
O -3.168 0.457 -0.041 -0.40 0.58 0.43
H -0.768 2.349 -0.257 0.02 0.06 0.05
H 0.755 2.210 0.664 0.10 -0.01 -0.06
H -1.395 1.474 1.894 0.00 -0.05 -0.04
H -0.130 1.261 3.110 -0.03 0.03 0.03
H -2.316 0.387 3.891 0.02 0.01 0.01
H -1.065 -0.857 3.822 0.00 0.01 0.01
H -3.220 -2.578 3.673 0.01 -0.02 0.01
H -1.572 -2.730 3.081 -0.02 0.03 -0.01
H -4.199 -3.374 1.741 0.00 0.05 0.01
H -2.860 -4.434 2.088 -0.05 -0.01 0.01
H -1.328 -3.992 -1.072 0.01 0.03 0.01
H -1.855 -5.188 0.108 0.00 -0.01 0.02
H 0.340 -4.828 0.650 -0.01 0.00 -0.02
H -0.562 -3.976 1.884 -0.02 -0.05 -0.01
H 2.056 -2.606 2.036 0.00 -0.01 0.00
H 0.413 -2.356 2.635 0.02 0.02 -0.01
H 1.931 -0.357 0.898 0.01 -0.01 -0.02
H 1.652 -0.253 2.643 0.01 -0.02 -0.01
H 2.106 -3.816 -0.239 0.00 0.01 0.00
H 2.156 -2.050 -0.434 0.02 -0.02 -0.05
H -4.644 -2.899 -0.223 -0.05 -0.03 -0.05
H -4.169 -4.609 -0.374 0.03 -0.01 -0.03
H -4.373 -0.195 2.918 0.01 0.01 0.00
H -4.368 -1.214 1.449 -0.04 0.04 -0.02
C 4.024 2.490 -0.106 -0.01 0.02 -0.08
N 3.365 2.334 -1.411 0.01 -0.05 0.05
N 2.059 2.906 -1.369 -0.02 0.04 0.18
C 0.996 1.899 -1.482 0.15 0.08 0.08
O -0.156 0.437 0.114 0.39 0.17 -0.03
C 1.828 0.667 -1.729 -0.08 0.07 -0.09
C 3.119 0.958 -1.696 0.05 -0.02 -0.01
C 4.283 0.045 -1.882 0.05 -0.07 0.00
C 1.941 4.261 -1.534 -0.08 -0.11 -0.05
C 3.060 5.062 -1.796 -0.04 0.07 -0.01
C 2.929 6.442 -1.894 0.13 -0.09 -0.01
C 1.703 7.063 -1.735 -0.10 -0.02 0.02
C 0.587 6.264 -1.482 0.04 0.03 -0.01
C 0.694 4.894 -1.378 0.02 0.05 -0.01
H 4.107 3.551 0.129 -0.02 0.00 0.01
H 5.029 2.071 -0.165 -0.01 -0.02 0.00
H 3.461 1.983 0.689 0.01 0.01 0.03
H 1.385 -0.285 -1.988 0.02 0.01 0.00
H 3.971 -0.850 -2.419 -0.04 0.01 0.01
H 4.705 -0.280 -0.926 0.00 0.05 0.01
H 5.079 0.533 -2.447 -0.03 0.02 -0.03
H 4.016 4.585 -1.957 0.01 0.03 -0.01
H 3.816 7.029 -2.108 -0.02 0.03 0.00
H 1.607 8.139 -1.812 0.00 0.00 0.00
H -0.391 6.715 -1.368 0.00 0.02 0.00
H -0.196 4.308 -1.202 0.01 -0.05 0.00
```
Positions in Å, forces in eV/Å.

As for the charge: -2. As for the HOMO-LUMO gap: 7.0 eV. For the energy above the lowest of the compared OMol25 structures with the same formula, charge and spin, the calculation gives 2.993 eV. The lowest unoccupied orbital energy is 0.158 hartree.

Results of the Löwdin charge analysis, in e, for atoms 1 through 8: 1.629, 0.039, -0.628, -0.152, -0.083, -0.146, -0.138, -0.165



| no. | strongest force on any atom (eV Å⁻¹) |
| --- | --- |
| 1 | 2.441 |
| 2 | 4.964 |
| 3 | 0.924 |